No. 1
Entry from OMol25: a molecular structure, C41H27BrHfN9O5 (ωB97M-V/def2-TZVPD).

The HOMO energy is -11.8 eV. As for the spin multiplicity: 1. Its net charge is +1. The calculation puts the energy above the lowest of the compared OMol25 structures with the same formula, charge and spin at 135.2 kJ/mol. Its electronic energy is -137951.9651 eV.

Last column: Löwdin charge in e.
Cartesian coordinates (Å):
Hf -0.378 0.576 0.070  1.668
C 4.790 -3.658 1.376  -0.037
C 3.804 -4.634 1.400  -0.040
C 2.454 -4.304 1.306  0.018
C 2.134 -2.965 1.200  -0.106
C 0.866 -2.243 1.088  -0.262
N -0.277 -2.887 1.087  0.223
C -1.444 -2.272 1.095  -0.231
C -2.693 -2.999 1.307  -0.091
C -3.002 -4.344 1.343  0.017
C -4.341 -4.687 1.502  -0.043
C -5.329 -3.719 1.613  -0.039
C -5.014 -2.362 1.610  0.020
C -3.686 -2.020 1.467  -0.087
C -2.986 -0.738 1.409  -0.230
N -3.518 0.380 1.747  0.241
C -2.851 1.548 1.648  -0.260
N -1.545 1.732 1.691  0.094
C -1.343 3.034 1.045  -0.446
N -0.183 3.781 1.336  0.252
C 0.946 3.201 1.236  -0.240
N 1.146 1.825 1.074  0.060
C 2.460 1.608 1.054  -0.226
N 3.075 0.426 1.056  0.230
C 2.427 -0.700 1.075  -0.256
N 1.070 -0.903 1.025  0.059
C 3.130 -1.979 1.181  -0.101
C 4.467 -2.308 1.263  0.023
C 3.207 2.856 1.138  -0.088
C 4.558 3.143 1.088  0.015
C 4.926 4.480 1.183  -0.047
C 3.976 5.483 1.323  -0.040
C 2.613 5.194 1.369  0.019
C 2.246 3.870 1.281  -0.079
C -2.648 3.768 1.185  -0.072
C -2.998 5.083 0.996  0.014
C -4.347 5.403 1.113  -0.041
C -5.304 4.427 1.374  -0.053
C -4.949 3.098 1.558  0.013
C -3.602 2.788 1.476  -0.094
N -1.665 -0.946 1.037  0.047
H 5.825 -3.952 1.443  0.114
H 4.090 -5.670 1.497  0.114
H 1.688 -5.061 1.320  0.121
H -2.231 -5.092 1.246  0.120
H -4.615 -5.729 1.540  0.114
H -6.359 -4.027 1.709  0.115
H -5.773 -1.602 1.695  0.122
H 5.225 -1.544 1.237  0.122
H 5.286 2.355 0.979  0.118
H 5.970 4.745 1.145  0.111
H 4.299 6.509 1.399  0.113
H 1.867 5.965 1.466  0.122
H -2.257 5.833 0.779  0.120
H -4.660 6.428 0.984  0.112
H -6.342 4.715 1.433  0.110
H -5.683 2.337 1.769  0.117
C -0.492 -1.164 -4.064  0.010
C -0.795 -0.083 -3.022  -0.458
C -1.873 0.846 -3.582  0.004
O -1.240 -0.689 -1.771  -0.096
C 0.486 0.760 -2.726  -0.565
O 1.191 1.096 -3.647  0.124
O 0.703 1.052 -1.486  -0.154
H -1.415 -1.610 -4.433  0.094
H 0.130 -1.952 -3.652  0.059
H 0.044 -0.699 -4.887  0.101
H -2.751 0.268 -3.872  0.099
H -1.495 1.354 -4.464  0.109
H -2.156 1.596 -2.847  0.078
H -2.203 -0.572 -1.777  0.115
O -1.945 1.515 -0.699  -0.278
O -1.171 2.657 -0.383  -0.100
Br 4.542 -4.198 -3.869  0.781
C 3.309 -3.132 -2.902  -0.664
C 3.613 -1.816 -2.591  -0.065
C 2.672 -1.089 -1.883  -0.122
N 1.494 -1.569 -1.508  0.049
C 1.226 -2.836 -1.803  -0.157
C 2.097 -3.666 -2.491  -0.087
H 4.540 -1.362 -2.900  0.113
H 2.871 -0.061 -1.620  0.114
H 0.263 -3.205 -1.477  0.116
H 1.829 -4.687 -2.711  0.109

---

No. 2
Entry from OMol25: a molecular structure, C41H28GaNO5P2S7 (ωB97M-V/def2-TZVPD).

The HOMO energy is -2.3 eV. As for the spin multiplicity: 1. Its net charge is -2. The calculation puts the energy above the lowest of the compared OMol25 structures with the same formula, charge and spin at 96.0 kJ/mol. Its electronic energy is -201501.4758 eV.

Last column: Löwdin charge in e.
Cartesian coordinates (Å):
Ga -0.004 2.718 -0.989  -0.170
S -5.578 7.313 -0.990  0.385
C -4.199 6.364 -0.826  -1.523
S -3.001 6.401 -2.104  0.848
C -2.110 4.956 -1.574  -1.097
C -2.475 4.370 -0.451  -1.082
S -1.805 3.001 0.405  0.679
S -3.772 5.255 0.381  0.882
S -0.700 4.494 -2.542  0.537
O 0.967 1.579 0.357  -0.222
C 0.139 0.982 1.143  -0.222
C 0.833 0.206 2.246  -0.244
C 2.155 -0.103 2.341  -0.018
C 2.622 -0.923 3.397  -0.077
C 1.735 -1.489 4.292  -0.094
C 0.354 -1.227 4.122  -0.079
C -0.101 -0.423 3.061  -0.288
P -1.857 0.163 2.676  1.092
C -2.628 -0.360 4.274  -0.369
C -2.787 -1.647 4.773  -0.116
C -3.102 -1.827 6.097  -0.144
C -3.457 -0.839 6.956  -0.118
C -3.399 0.490 6.450  -0.082
C -2.953 0.666 5.139  -0.121
C -2.508 -1.238 1.698  -0.360
C -2.017 -2.487 1.908  -0.119
C -2.648 -3.584 1.295  -0.084
C -3.674 -3.373 0.385  -0.117
C -4.087 -2.083 0.128  -0.124
C -3.558 -1.016 0.767  -0.070
H 2.816 0.453 1.723  0.066
H 3.689 -1.136 3.489  0.096
H 2.007 -2.180 5.102  0.097
H -0.388 -1.698 4.766  0.082
H -2.443 -2.487 4.223  0.076
H -3.256 -2.891 6.428  0.112
H -3.857 -1.033 8.009  0.115
H -3.645 1.248 7.144  0.075
H -2.765 1.688 4.756  0.099
H -1.192 -2.556 2.577  0.082
H -2.261 -4.597 1.508  0.108
H -4.210 -4.222 -0.105  0.117
H -4.788 -2.054 -0.684  0.101
H -3.858 -0.016 0.506  0.105
O -2.629 1.470 -2.865  0.052
C -1.709 0.788 -2.431  -0.541
O -0.570 1.097 -1.873  -0.095
C -1.960 -0.707 -2.546  -0.099
C -2.819 -1.165 -3.519  -0.008
C -2.987 -2.544 -3.749  -0.059
C -2.440 -3.456 -2.855  -0.023
C -1.497 -2.965 -1.949  -0.156
C -1.306 -1.640 -1.732  0.045
N -0.698 -3.956 -1.150  -0.317
O 0.366 -3.614 -0.637  0.070
O -1.154 -5.096 -1.046  0.023
H -3.303 -0.394 -4.174  0.135
H -3.588 -2.925 -4.549  0.089
H -2.404 -4.534 -2.960  0.109
H -0.672 -1.281 -0.939  0.132
S 4.831 2.508 0.513  0.115
P 3.707 2.227 -1.179  0.199
S 2.146 3.564 -1.484  0.379
C 4.786 2.496 -2.582  -0.398
C 6.182 2.665 -2.440  -0.105
C 7.025 2.863 -3.557  -0.099
C 6.476 2.824 -4.841  -0.111
C 5.080 2.730 -4.950  -0.094
C 4.233 2.506 -3.868  -0.098
C 3.207 0.501 -1.475  -0.345
C 2.239 0.105 -2.376  -0.107
C 2.098 -1.202 -2.750  -0.094
C 2.828 -2.179 -2.137  -0.123
C 3.710 -1.855 -1.132  -0.102
C 3.996 -0.517 -0.864  -0.096
H 6.610 2.700 -1.427  0.044
H 8.102 3.031 -3.392  0.096
H 7.095 2.894 -5.726  0.086
H 4.670 2.763 -5.978  0.102
H 3.191 2.401 -3.930  0.065
H 1.697 0.869 -2.910  0.090
H 1.392 -1.457 -3.508  0.103
H 2.731 -3.267 -2.447  0.121
H 4.234 -2.709 -0.600  0.119
H 4.871 -0.401 -0.241  0.080

---

No. 3
Entry from OMol25: a molecular structure, C41H28HfN4O7S4 (ωB97M-V/def2-TZVPD).

The HOMO energy is -7.3 eV. As for the spin multiplicity: 1. The calculation puts the energy above the lowest of the compared OMol25 structures with the same formula, charge and spin at 195.7 kJ/mol. Its electronic energy is -107913.4751 eV.

Last column: Löwdin charge in e.
Cartesian coordinates (Å):
Hf -0.114 0.874 -0.086  1.608
O -1.362 5.383 -4.134  0.106
C -1.090 4.426 -3.241  -0.265
C -1.604 4.472 -1.940  0.083
C -1.277 3.449 -1.075  -0.174
N -0.508 2.440 -1.460  0.005
C -0.031 2.354 -2.697  -0.132
C -0.292 3.338 -3.632  0.109
C 0.701 1.013 -2.899  -0.548
O 1.280 0.786 -3.934  0.118
O 0.561 0.228 -1.883  -0.133
C -1.761 3.272 0.373  -0.575
O -2.585 4.024 0.840  0.109
O -1.207 2.257 0.936  -0.139
H -1.921 6.066 -3.738  0.127
H -2.227 5.284 -1.593  0.139
H 0.109 3.277 -4.630  0.139
C 1.596 -3.226 3.240  -0.105
C 2.037 -2.661 2.050  -0.111
C 1.214 -1.813 1.337  -0.068
C -0.067 -1.496 1.818  -0.278
C -0.514 -2.085 3.006  -0.034
C 0.321 -2.938 3.704  -0.095
N -0.831 -0.675 1.009  -0.187
N -2.093 -0.344 1.399  0.103
C -2.832 0.204 0.496  -0.299
C -4.112 0.762 0.772  0.002
C -4.791 1.466 -0.158  -0.054
C -4.239 1.639 -1.473  -0.053
C -3.093 1.036 -1.821  -0.071
N -2.341 0.281 -0.901  -0.082
H 2.239 -3.888 3.802  0.096
H 3.030 -2.885 1.685  0.102
H 1.524 -1.376 0.388  0.093
H -1.504 -1.851 3.367  0.099
H -0.023 -3.382 4.628  0.100
H -4.484 0.614 1.773  0.125
H -5.759 1.883 0.068  0.109
H -4.783 2.221 -2.199  0.111
H -2.694 1.057 -2.828  0.136
C -0.580 -7.778 0.895  -0.049
C -1.860 -8.506 0.622  -0.748
O -2.229 -9.481 1.209  0.021
S -2.830 -7.964 -0.790  1.027
C -2.391 -6.256 -1.037  -0.539
C -2.476 -5.363 0.029  -0.104
C -2.222 -4.029 -0.179  -0.004
C -1.923 -3.556 -1.466  -0.216
C -1.830 -4.453 -2.526  -0.017
C -2.054 -5.802 -2.304  -0.090
C -1.856 -2.146 -1.557  0.085
C -1.933 -0.965 -1.306  -0.065
H -0.237 -8.050 1.890  0.091
H -0.664 -6.700 0.814  0.056
H 0.154 -8.112 0.160  0.099
H -2.761 -5.707 1.013  0.120
H -2.272 -3.331 0.644  0.114
H -1.586 -4.110 -3.521  0.119
H -1.987 -6.502 -3.123  0.105
O 1.502 1.072 0.815  -0.291
C 2.350 2.188 0.787  -0.572
C 3.338 2.029 1.925  -0.476
C 3.985 2.950 2.689  -0.139
C 4.857 2.350 3.628  -0.178
C 4.864 0.995 3.539  -0.394
S 3.793 0.416 2.326  1.105
C 1.564 3.472 0.933  -0.469
C 1.284 4.444 0.016  -0.167
C 0.536 5.515 0.557  -0.176
C 0.248 5.334 1.871  -0.370
S 0.875 3.857 2.472  1.126
C 3.190 2.181 -0.476  -0.451
C 3.494 1.087 -1.227  -0.122
C 4.452 1.358 -2.234  -0.162
C 4.881 2.643 -2.214  -0.388
S 4.120 3.556 -0.969  1.078
H 3.843 4.013 2.597  0.110
H 5.445 2.910 4.333  0.100
H 5.423 0.293 4.125  0.061
H 1.623 4.434 -1.007  0.088
H 0.242 6.381 -0.012  0.108
H -0.300 5.987 2.522  0.074
H 3.063 0.116 -1.050  0.111
H 4.800 0.617 -2.931  0.108
H 5.592 3.133 -2.848  0.061

---

No. 4
Entry from OMol25: a molecular structure, C41H31N10PtS2Te (ωB97M-V/def2-TZVPD).

The HOMO energy (alpha / beta) is -8.8 / -10.1 eV. As for the spin multiplicity: 5. Its net charge is +1. Its expectation value of S² is 6.07. The calculation puts the energy above the lowest of the compared OMol25 structures with the same formula, charge and spin at 329.0 kJ/mol. Its electronic energy is -90124.9538 eV.

Last column: Löwdin charge in e.
Cartesian coordinates (Å):
Pt 0.913 -0.979 0.656  1.051
C 1.046 -0.086 7.190  -0.051
C 0.785 1.243 6.858  -0.055
C 0.700 1.650 5.531  0.006
C 0.869 0.676 4.565  -0.098
C 0.857 0.749 3.099  -0.246
N 0.821 1.858 2.408  0.200
C 0.584 1.831 1.095  -0.360
C 1.208 2.848 0.257  -0.140
C 1.824 3.969 0.820  -0.006
C 2.656 4.760 0.055  -0.052
C 2.931 4.406 -1.271  -0.047
C 2.340 3.303 -1.849  -0.003
C 1.421 2.535 -1.113  -0.180
C 0.685 1.467 -1.710  -0.396
N 1.093 0.650 -2.697  0.149
C 1.163 -0.630 -2.555  -0.276
N 1.152 -1.406 -1.396  -0.016
C 1.477 -2.696 -1.786  -0.279
N 1.839 -3.728 -1.094  0.210
C 2.009 -3.742 0.232  -0.284
N 1.740 -2.747 1.107  -0.065
C 1.946 -3.217 2.385  -0.252
N 1.692 -2.603 3.549  0.223
C 1.294 -1.376 3.631  -0.254
N 1.047 -0.496 2.594  -0.028
C 1.131 -0.648 4.896  -0.096
C 1.233 -1.056 6.211  0.011
C 2.441 -4.567 2.307  -0.109
C 2.818 -5.481 3.286  0.005
C 3.239 -6.727 2.859  -0.057
C 3.279 -7.060 1.497  -0.057
C 2.899 -6.154 0.523  0.006
C 2.484 -4.899 0.951  -0.106
C 1.506 -2.780 -3.254  -0.107
C 1.702 -3.853 -4.102  0.011
C 1.718 -3.580 -5.465  -0.052
C 1.563 -2.279 -5.946  -0.055
C 1.382 -1.207 -5.080  0.004
C 1.352 -1.496 -3.729  -0.109
N -0.130 0.818 0.572  -0.314
H 1.110 -0.364 8.234  0.111
H 0.652 1.969 7.649  0.110
H 0.509 2.680 5.265  0.118
H 1.658 4.182 1.867  0.119
H 3.123 5.633 0.488  0.112
H 3.614 5.008 -1.854  0.114
H 2.538 3.037 -2.878  0.122
H 1.445 -2.086 6.462  0.121
H 2.780 -5.222 4.335  0.117
H 3.543 -7.466 3.588  0.109
H 3.611 -8.047 1.208  0.108
H 2.922 -6.404 -0.528  0.117
H 1.835 -4.854 -3.717  0.119
H 1.857 -4.388 -6.170  0.110
H 1.589 -2.104 -7.013  0.109
H 1.272 -0.194 -5.442  0.117
C -2.277 6.036 -1.315  -0.072
C -2.174 4.723 -2.062  -0.218
N -1.565 3.687 -1.215  0.037
C -1.927 2.380 -1.318  -0.472
S -0.859 1.048 -0.996  1.173
N -3.234 2.048 -1.394  0.006
C -4.314 2.770 -0.715  -0.229
C -5.498 3.015 -1.631  -0.068
H -2.678 6.811 -1.967  0.083
H -1.296 6.366 -0.969  0.077
H -2.928 5.945 -0.445  0.074
H -1.567 4.836 -2.966  0.127
H -3.152 4.368 -2.380  0.094
H -0.590 3.841 -1.019  0.106
H -3.436 1.080 -1.609  0.083
H -3.901 3.703 -0.332  0.107
H -4.618 2.177 0.154  0.102
H -5.217 3.612 -2.498  0.071
H -6.286 3.541 -1.093  0.086
H -5.911 2.073 -1.994  0.063
Te -1.540 -2.766 0.755  0.955
C -3.007 -1.755 -0.301  -1.082
C -3.318 -1.883 -1.633  -0.249
C -4.510 -1.207 -1.994  -0.187
C -5.095 -0.581 -0.926  -0.441
S -4.183 -0.790 0.500  0.932
H -2.725 -2.476 -2.315  0.101
H -4.937 -1.220 -2.986  0.110
H -6.024 -0.031 -0.916  0.070

---

No. 5
Entry from OMol25: a molecular structure, C41H35AuN3OS6 (ωB97M-V/def2-TZVPD).

The HOMO energy (alpha / beta) is -10.2 / -10.3 eV. As for the spin multiplicity: 3. Its net charge is +1. Its expectation value of S² is 2.04. The calculation puts the energy above the lowest of the compared OMol25 structures with the same formula, charge and spin at 0.0 kJ/mol. Its electronic energy is -118301.0584 eV.

Last column: Löwdin charge in e.
Cartesian coordinates (Å):
Au 0.030 -0.184 0.460  0.621
C -2.548 1.890 1.301  -0.051
C -1.351 2.694 0.920  -0.284
C -1.444 4.107 0.924  0.006
C -0.368 4.859 0.580  0.024
C 0.828 4.216 0.187  -0.147
C 1.987 4.942 -0.177  0.017
C 3.127 4.296 -0.589  -0.043
C 3.133 2.907 -0.685  -0.073
C 2.009 2.149 -0.344  -0.588
S 2.051 0.474 -0.622  0.824
C 0.838 2.812 0.154  -0.236
N -0.238 2.082 0.554  0.063
H -3.089 2.379 2.110  0.096
H -2.262 0.888 1.612  0.033
H -3.218 1.820 0.441  0.080
H -2.378 4.561 1.223  0.129
H -0.410 5.941 0.598  0.131
H 1.956 6.023 -0.126  0.128
H 4.009 4.859 -0.859  0.119
H 4.012 2.389 -1.045  0.112
S -2.293 -0.494 -1.197  0.736
C -2.589 -1.821 -0.236  -0.710
N -3.716 -2.067 0.410  -0.085
C -3.896 -3.345 1.100  -0.087
C -3.362 -4.439 0.215  -0.076
N -1.956 -4.153 -0.084  -0.084
C -1.074 -5.325 -0.177  -0.104
C -0.865 -5.973 1.170  -0.219
C -0.437 -5.210 2.253  -0.052
C -0.217 -5.812 3.482  -0.074
C -0.424 -7.177 3.636  -0.071
C -0.858 -7.938 2.561  -0.071
C -1.081 -7.336 1.330  -0.042
C -1.526 -2.912 -0.175  -0.628
S 0.107 -2.539 -0.307  0.712
C -4.841 -1.132 0.445  -0.105
C -5.274 -0.832 1.858  -0.215
C -6.628 -0.742 2.161  -0.039
C -7.036 -0.419 3.448  -0.072
C -6.091 -0.199 4.441  -0.069
C -4.739 -0.301 4.143  -0.061
C -4.330 -0.611 2.855  -0.052
H -4.959 -3.482 1.287  0.146
H -3.376 -3.331 2.061  0.096
H -3.929 -4.526 -0.716  0.147
H -3.391 -5.394 0.737  0.140
H -0.132 -5.002 -0.615  0.090
H -1.545 -6.023 -0.871  0.138
H -0.266 -4.145 2.139  0.064
H 0.119 -5.210 4.316  0.103
H -0.249 -7.646 4.595  0.108
H -1.024 -9.001 2.678  0.108
H -1.417 -7.932 0.489  0.114
H -5.666 -1.571 -0.123  0.140
H -4.527 -0.231 -0.078  0.073
H -7.368 -0.923 1.390  0.114
H -8.091 -0.349 3.676  0.107
H -6.410 0.040 5.447  0.108
H -3.995 -0.157 4.917  0.091
H -3.271 -0.705 2.636  0.077
O -0.868 -0.971 2.269  -0.362
C -0.272 -0.685 3.510  -0.604
C -0.029 0.808 3.692  -0.451
C -0.932 1.784 3.992  -0.142
C -0.368 3.089 3.985  -0.175
C 0.959 3.075 3.679  -0.400
S 1.533 1.485 3.430  1.077
C 1.061 -1.414 3.725  -0.516
C 1.738 -1.539 4.903  -0.128
C 2.973 -2.227 4.773  -0.166
C 3.211 -2.619 3.492  -0.392
S 1.938 -2.157 2.450  0.979
C -1.206 -1.192 4.601  -0.459
C -1.442 -0.713 5.855  -0.132
C -2.250 -1.585 6.641  -0.175
C -2.601 -2.712 5.968  -0.382
S -1.956 -2.723 4.382  1.077
H -1.968 1.572 4.217  0.116
H -0.918 3.990 4.219  0.110
H 1.636 3.914 3.634  0.071
H 1.359 -1.151 5.839  0.122
H 3.645 -2.425 5.594  0.107
H 4.057 -3.165 3.107  0.069
H -1.036 0.220 6.216  0.119
H -2.554 -1.377 7.656  0.107
H -3.220 -3.526 6.312  0.071